A molecular structure, C13H21BN6OSn. Source: OMol25; level of theory: wB97M-V/def2-TZVPD.

Calculated values
Maximum force in eV Å⁻¹: 4.9
Highest occupied orbital energy in eV: -15.8

The geometry in ORCA input format:
```
! RIJCOSX wB97M-V def2-TZVPD def2/J DEFGRID3
* xyz 2 1
C 2.876 -0.292 -0.023
N 1.630 -0.386 -0.526
N 1.725 -0.502 -1.897
C 3.027 -0.538 -2.239
C 3.790 -0.408 -1.084
B 0.479 -0.334 -2.825
N -0.522 -1.496 -2.524
N -1.124 -1.580 -1.295
C -2.057 -2.550 -1.331
C -2.025 -3.124 -2.612
C -1.053 -2.437 -3.325
Sn -0.318 -0.540 0.497
N -0.242 0.956 -2.277
N -0.645 1.097 -0.977
C -1.186 2.321 -0.826
C -1.152 2.965 -2.068
C -0.548 2.078 -2.950
H -1.552 2.649 0.140
H -0.283 2.122 -3.993
H -1.513 3.950 -2.301
H 0.754 -0.229 -3.985
H -0.686 -2.536 -4.336
H 3.281 -0.607 -3.283
H -2.629 -3.940 -2.961
H 4.862 -0.382 -1.027
H -2.682 -2.741 -0.471
H 3.033 -0.119 1.036
H -2.266 -1.087 2.130
C -2.219 -1.967 2.788
H -3.020 -2.668 2.515
H -1.235 -2.453 2.699
H -2.366 -1.601 3.811
C 1.307 2.248 2.486
C 0.450 1.073 2.891
C -0.147 1.075 4.285
O -0.585 0.923 1.911
H 0.732 3.179 2.455
H 1.714 2.105 1.476
H 2.147 2.394 3.172
H 1.103 0.183 2.865
H -0.861 1.884 4.462
H -0.651 0.124 4.504
H 0.658 1.187 5.016
*
```

Atom-resolved charges from Mulliken, all expressed in e: number 1, C, carries -0.22; number 2, N, carries -0.06; number 3, N, carries 0.16; number 4, C, carries -0.01; number 5, C, carries -1.12; number 6, B, carries -0.04; number 7, N, carries 0.16; number 8, N, carries -0.17; number 9, C, carries -0.14; number 10, C, carries -1.09; number 11, C, carries 0.00; number 12, Sn, carries 1.27; number 13, N, carries -0.04; number 14, N, carries 0.20; number 15, C, carries -0.22; number 16, C, carries -1.15; number 17, C, carries 0.01; number 18, H, carries 0.56; number 19, H, carries 0.47; number 20, H, carries 0.43; number 21, H, carries -0.01; number 22, H, carries 0.50; number 23, H, carries 0.49; number 24, H, carries 0.43; number 25, H, carries 0.43; number 26, H, carries 0.49; number 27, H, carries 0.52; number 28, H, carries 0.17; number 29, C, carries -0.93; number 30, H, carries 0.35; number 31, H, carries 0.30; number 32, H, carries 0.31; number 33, C, carries -1.28; number 34, C, carries 0.84; number 35, C, carries -1.36; number 36, O, carries -0.37; number 37, H, carries 0.38; number 38, H, carries 0.27; number 39, H, carries 0.39; number 40, H, carries 0.09; number 41, H, carries 0.36; number 42, H, carries 0.27; number 43, H, carries 0.39